DFT (wB97M-V/def2-TZVPD) results for 2 unconnected molecules or ions with the total composition C2H3ClO at a distorted geometry.

The geometry in ORCA input format:
```
! wB97M-V def2-TZVPD RIJCOSX def2/J DEFGRID3
* xyz 0 1
C 1.363 -0.229 0.961
C 0.182 0.009 0.131
O 2.232 -0.879 1.404
Cl 1.488 2.094 1.840
H -0.039 -0.904 -0.255
H -0.677 0.443 0.807
H 0.356 0.722 -0.758
*
```

frontier orbital gap = 9.141 eV
relative energy (zero: lowest compared OMol25 entry of this formula, charge and spin) = 1.4024 eV
DFT total energy = -613.38577 hartree


DFT (wB97M-V/def2-TZVPD) results for 3 unconnected molecules or ions with the total composition C16H48BN6O4P2 at a distorted geometry.

The geometry in ORCA input format:
```
! wB97M-V def2-TZVPD RIJCOSX def2/J DEFGRID3
* xyz -1 1
C 3.576 -2.289 4.578
C 3.170 -2.003 3.013
C 2.875 -0.410 2.760
C 1.653 0.217 3.673
O 0.302 -0.194 3.244
B -0.221 -1.305 4.065
O -0.921 -2.241 3.121
H 4.194 -1.350 4.959
H 4.205 -3.273 4.678
H 2.651 -2.385 5.310
H 2.210 -2.620 2.666
H 4.026 -2.310 2.244
H 3.855 0.175 3.083
H 2.701 -0.177 1.626
H 1.879 0.036 4.808
H 1.701 1.398 3.506
H -0.976 -0.990 4.909
H 0.652 -1.918 4.565
H -0.196 -2.880 2.816
O 1.146 -4.022 -3.209
P -0.220 -4.085 -2.483
N -0.879 -2.951 -3.583
C -1.713 -1.789 -3.350
C -1.146 -3.492 -4.919
N 0.443 -3.288 -1.092
C 0.424 -1.838 -0.921
C 1.820 -3.713 -0.751
N -1.790 -4.158 -1.648
C -2.851 -4.895 -2.330
C -2.282 -3.420 -0.502
H -2.751 -2.051 -3.126
H -1.734 -1.136 -4.232
H -1.342 -1.140 -2.564
H -2.022 -4.147 -4.912
H -0.294 -4.072 -5.287
H -1.318 -2.705 -5.662
H 0.901 -1.321 -1.761
H 0.938 -1.536 0.001
H -0.585 -1.454 -0.783
H 2.570 -3.220 -1.383
H 1.936 -4.800 -0.857
H 2.054 -3.475 0.294
H -3.463 -4.235 -2.946
H -3.512 -5.407 -1.622
H -2.419 -5.669 -2.969
H -2.566 -2.397 -0.763
H -1.565 -3.400 0.323
H -3.177 -3.888 -0.072
O -2.485 5.129 -0.839
P -1.523 4.020 -0.344
N -0.735 5.137 0.687
C 0.676 5.356 0.933
C -1.509 5.510 1.874
N -0.748 3.952 -1.895
C 0.420 4.759 -2.237
C -1.676 4.085 -3.041
N -0.419 2.746 0.224
C -0.665 2.228 1.567
C 0.837 2.275 -0.324
H 1.120 4.583 1.566
H 0.843 6.315 1.439
H 1.266 5.442 0.026
H -1.531 4.696 2.604
H -2.543 5.754 1.611
H -1.107 6.400 2.371
H 0.234 5.829 -2.093
H 0.723 4.603 -3.280
H 1.303 4.464 -1.672
H -1.947 5.132 -3.230
H -2.597 3.512 -2.872
H -1.224 3.686 -3.957
H -0.075 2.760 2.315
H -0.428 1.162 1.644
H -1.723 2.330 1.820
H 1.661 2.962 -0.113
H 0.783 2.092 -1.401
H 1.128 1.306 0.102
*
```

frontier orbital gap = 5.238 eV
DFT total energy = -1975.22560 hartree


DFT (wB97M-V/def2-TZVPD) results for a gas-phase ion, C5H8NOS (charge +1) at a distorted geometry.

The geometry in ORCA input format:
```
! wB97M-V def2-TZVPD RIJCOSX def2/J DEFGRID3
* xyz 1 1
C 1.211 0.211 -1.139
C 1.853 -0.362 0.081
C -0.088 0.539 -1.114
C 1.176 -0.471 1.247
C -1.024 0.240 0.013
N -0.281 -0.102 1.246
O -1.885 1.460 0.397
S -2.351 -1.110 -0.445
H 1.655 0.288 -2.064
H 2.890 -0.756 0.055
H -0.624 0.642 -2.016
H 1.548 -0.913 2.147
H -0.861 -0.590 2.009
H -0.296 0.901 1.433
H -2.828 1.289 0.050
H -3.095 -1.014 0.701
*
```

frontier orbital gap = 9.517 eV
relative energy (zero: lowest compared OMol25 entry of this formula, charge and spin) = 2.7286 eV
SMILES string = O[C@@]1(S)C=CC=C[NH2+]1
DFT total energy = -723.15508 hartree